# 1
A structure of composition C7H22N8O9Zn2 at a distorted geometry. Source: OMol25; level of theory: wB97M-V/def2-TZVPD.

## Properties
Charge: +2
HOMO level: -13.608 eV
Orbital gap: 0.1631 Ha
E_LUMO: -9.17 eV

Structure (XYZ):
```
48
Properties=species:S:1:pos:R:3:forces:R:3
O -14.01239 -15.37246 -21.43364 -0.183 -0.447 0.103
O -16.19440 -14.13581 -19.90280 0.201 0.226 0.153
H -17.54327 -12.63345 -18.60840 0.010 0.043 -0.307
O -12.38900 -16.03913 -16.99619 0.505 0.611 0.889
C -10.91741 -11.89917 -19.54725 0.483 0.015 0.169
H -12.17057 -16.83485 -20.66904 -0.485 0.203 -0.615
C -16.48723 -10.98034 -17.90493 -0.407 0.346 -0.356
N -15.37199 -11.78188 -17.64975 -0.146 -0.824 0.320
N -12.06921 -12.05875 -18.80466 0.440 -0.720 0.079
H -16.49841 -14.35766 -21.92378 0.221 0.143 0.091
O -16.50165 -9.79800 -17.65780 0.225 -0.091 0.008
N -11.53392 -19.95038 -20.25475 -0.290 1.311 -0.008
N -17.55818 -11.64334 -18.45085 0.464 -0.054 0.394
N -16.23573 -19.06645 -15.86444 0.331 0.121 -0.544
H -12.61212 -12.88146 -18.98548 -0.451 0.304 -0.067
O -15.04417 -17.34401 -16.70706 0.316 0.426 0.053
H -12.48705 -11.22312 -18.44050 -0.072 0.087 -0.135
H -15.41957 -20.27986 -17.81464 0.020 0.035 -0.101
H -12.63231 -18.17791 -21.73151 -0.066 0.289 -0.137
H -14.49485 -11.31173 -17.52689 -0.149 0.337 0.075
H -10.92219 -20.49990 -19.67402 0.040 -0.161 -0.159
H -15.22368 -16.58418 -20.26193 -0.057 0.035 -0.056
C -16.39746 -14.97671 -21.03170 -0.508 -0.198 -0.159
C -15.42082 -18.54606 -16.79219 -0.487 -0.275 0.662
H -17.35299 -15.50442 -20.92434 0.113 -0.097 0.044
Zn -10.63285 -16.56594 -18.01649 -1.272 -0.096 -0.655
O -10.99798 -18.16608 -18.98597 0.389 -0.042 0.622
H -10.76002 -13.97377 -20.01113 -0.323 0.232 -0.135
H -16.53555 -20.02502 -15.93280 -0.146 0.037 0.192
C -15.28524 -15.97985 -21.18713 0.204 -0.082 0.311
H -11.75221 -20.22918 -21.19825 0.122 -0.552 0.131
H -9.73352 -12.86900 -20.86252 0.113 -0.045 0.074
N -12.17077 -17.81525 -20.91591 0.624 -0.327 1.269
H -13.87255 -14.73461 -20.72487 0.022 0.228 -0.195
C -11.56196 -18.61405 -20.03452 0.190 -0.537 -0.749
H -14.22833 -19.21044 -18.36231 -0.051 0.488 0.079
N -15.06383 -19.33544 -17.81698 -0.061 -0.373 0.197
H -18.29656 -11.08485 -18.83641 -0.086 0.030 0.134
N -10.44316 -13.03903 -20.17249 0.080 0.127 -0.073
Zn -14.23891 -15.68643 -16.18591 -0.031 -0.763 -1.319
O -10.31756 -10.85645 -19.61053 -0.175 0.205 -0.126
H -16.66814 -18.46156 -15.18791 -0.065 -0.045 0.045
H -15.31719 -12.65766 -18.14160 0.037 0.176 -0.301
H -15.51385 -16.67622 -21.99323 0.145 0.172 -0.179
C -12.76021 -15.34633 -18.07209 -0.062 -1.563 -1.004
O -13.96865 -14.97356 -18.11353 0.512 0.668 0.857
O -11.90716 -15.35764 -19.02118 -0.132 0.547 0.509
H -15.57890 -14.56193 -19.29718 -0.101 -0.149 -0.080
```
Forces are in eV/Å.

Here are the Löwdin charges for atoms 1 to 4, given in e:
1 O -0.06
2 O -0.08
3 H 0.07
4 O -0.14

# 2
A structure of composition C42H77B4F16N14Zn at a distorted geometry. Source: OMol25; level of theory: wB97M-V/def2-TZVPD.

## Properties
Charge: +5
HOMO level: -14.279 eV
Orbital gap: 0.1221 Ha
E_LUMO: -10.96 eV

Structure (XYZ):
```
154
Properties=species:S:1:pos:R:3:forces:R:3
H 8.09232 2.07839 4.35918 -0.234 -0.028 -0.780
B -2.52189 -1.14378 0.39670 -1.902 0.023 0.720
H -10.20304 -2.41133 -4.68854 -0.167 0.024 -0.041
H -9.34992 1.42419 -5.20408 0.048 -0.072 0.531
B -4.91064 -5.45107 4.84393 -0.905 -1.281 1.291
H 4.46807 5.88308 7.59286 0.036 0.181 0.032
H 1.61857 6.06334 -9.35442 0.185 -0.141 -0.023
C -12.53667 -2.68319 -6.98017 -0.324 -0.007 -0.030
C 0.45480 5.38953 8.04546 3.112 1.193 -0.628
H -1.97704 4.75481 6.65007 -0.371 0.127 0.209
H -12.07623 -0.80244 -8.15344 -0.110 -0.363 -0.023
F -8.26365 2.67826 2.39674 1.381 1.318 -0.520
F -4.83118 -5.35712 3.51843 -0.165 0.581 -4.965
H -2.69917 14.31478 -2.57829 0.068 -0.234 0.258
H 5.97649 -5.57055 -1.71334 -0.007 -0.040 -0.045
C 3.48508 -12.96306 4.45172 0.681 0.026 -0.752
H 4.95766 -4.18914 -1.41437 0.204 0.232 0.221
C 5.54199 1.54265 3.52597 -0.594 0.226 -0.503
C 9.13341 -5.55936 -1.33558 0.928 1.320 -2.536
N 2.96419 4.76575 -8.28592 -0.362 -0.163 1.989
C -1.89302 5.47055 5.83230 1.118 -0.831 0.826
N 0.31857 6.28351 6.93737 2.109 -0.323 2.199
H 3.11472 2.33279 -4.63964 0.794 0.368 -0.709
H -2.44760 8.44878 -3.44484 0.088 -0.207 0.597
N -10.88080 -1.31264 -6.43978 -1.876 -0.387 -0.512
H -4.23842 7.16280 -2.02154 0.363 -0.053 -0.285
C 3.83501 6.75967 7.73046 0.486 0.151 0.698
H -3.03657 12.99761 -5.21037 -0.230 -0.026 0.122
H 8.53376 -2.87774 -3.14649 0.281 0.117 0.214
C 8.97337 -3.72360 -2.63887 2.338 -1.667 -0.477
C 2.57710 -9.43719 3.84497 0.214 -0.891 -0.078
H 2.38246 0.75320 -6.63549 0.559 0.212 -0.291
H 3.94359 7.16109 8.73802 0.377 -0.083 -0.030
C 3.21360 -0.55108 5.24761 -1.914 0.010 0.754
H 1.60140 3.00850 -4.83879 0.047 0.705 -0.082
H 1.62275 0.48108 -5.21697 -0.786 0.707 0.479
C -3.20448 10.85039 -4.67836 0.110 0.605 0.515
F -5.76289 -6.47267 5.19983 -0.582 -0.412 0.420
H 2.30549 -0.10716 4.83971 -0.013 -0.073 -0.029
H 8.42165 -0.98912 3.47109 -0.672 -0.021 1.082
C 7.80888 1.02895 4.43936 0.017 -0.860 0.226
C 1.85611 5.40095 8.43304 -4.172 0.819 -1.365
F -9.73419 1.21413 3.00297 -2.633 -0.328 1.389
H -11.30872 -4.69546 -4.62577 -0.075 0.019 -0.094
H 8.84244 -6.29738 -0.60274 -0.027 0.277 -0.046
C -11.88727 -1.55767 -7.40489 0.496 0.235 1.654
C -4.15979 8.24991 -2.03144 0.144 -0.071 -0.055
H -5.20526 8.54603 -1.94541 0.105 0.460 -0.078
H -0.41540 4.96302 8.52214 0.210 -0.293 -0.207
C 11.05202 -3.92898 -4.01390 1.175 -0.285 -1.023
N -3.44201 10.23916 -3.47768 -1.371 1.968 2.289
F -8.89962 -4.38612 -0.08107 1.172 -0.139 -0.832
C 5.93874 -4.48369 -1.78695 0.095 -0.483 0.124
C 5.28059 -12.49257 5.66132 -2.121 1.334 -0.918
H 1.75777 7.69392 6.07742 -0.032 -0.149 0.027
H 5.90601 2.24606 2.79172 0.238 -0.061 0.279
F -7.60701 0.76375 3.52917 1.582 -0.443 0.946
C -10.00590 -0.13617 -6.45919 1.391 -1.276 0.259
F -8.38292 0.53795 1.46430 1.191 -0.593 -1.538
N 10.13108 -4.39793 -3.05194 -3.997 -1.039 3.601
H 2.33186 4.93033 9.28073 0.076 0.024 -0.241
H 10.91427 -6.35880 -2.39919 0.117 0.281 -0.145
N 4.30825 0.17118 4.72994 2.991 1.291 -1.206
H -3.95421 11.05878 -1.46475 0.046 0.248 -0.152
H -10.25925 0.58196 -7.23906 -0.834 -0.054 0.418
H -9.13271 -0.62628 -6.88981 0.830 0.663 0.313
F -5.40919 -4.23211 5.24454 -0.632 2.155 1.031
C 5.60305 0.09322 5.18368 -2.055 0.131 -0.911
H -12.68274 -5.11903 -5.65885 -0.030 0.318 -0.056
H -10.72067 0.48720 -4.50440 -0.098 0.398 -0.164
F -3.65642 -5.72134 5.26051 2.133 -0.023 1.468
H 3.33923 1.39625 3.19490 0.141 -0.208 -0.018
H -2.92061 10.27186 -5.54503 -0.225 0.154 0.014
C 4.26603 1.09879 3.66281 0.690 -0.900 1.615
C 1.53738 6.91265 6.78978 -0.931 -1.949 0.480
N 6.33678 0.92438 4.46202 0.236 0.294 -0.402
H -0.70068 7.15257 5.32563 0.555 0.000 0.049
N 2.84077 3.49487 -6.43561 -0.149 1.977 -1.971
F -1.63931 -2.16732 0.35364 1.471 -0.621 -0.255
C -3.27534 12.20953 -4.51157 0.355 -0.226 0.966
H -13.46663 -3.18542 -7.20225 0.156 0.234 -0.811
N -3.54124 12.46079 -3.16543 -0.653 -2.107 1.644
H 7.13973 -4.14626 0.03882 -0.057 -0.258 -0.132
H 2.32822 -11.32716 2.68313 -0.079 -0.020 0.231
C 10.16819 -5.58644 -2.28420 -1.084 1.184 1.096
H 9.46071 0.29980 3.31175 0.022 0.373 -0.335
H 1.81467 -8.87927 3.30135 0.348 -0.301 -0.782
F -2.11381 0.05245 -0.13036 0.941 0.688 -0.463
H 3.41264 -8.76517 4.04088 -0.096 -0.004 0.154
C 3.13058 -10.76517 3.16113 -1.642 1.215 0.454
H -1.48882 4.84949 5.03293 0.311 0.332 -0.200
H 3.87460 -15.01977 6.73150 0.053 0.235 -0.004
H 2.99109 5.38764 -10.31899 -0.177 0.087 0.085
H 7.96107 0.17997 2.35729 -0.075 0.761 0.078
H 0.89330 1.50321 -6.60565 -0.512 -0.074 0.727
H 4.09834 -15.62315 5.10123 0.284 0.280 -0.170
H 5.94312 -0.57044 5.96489 0.012 0.124 -0.026
H 10.49634 -3.87204 -4.94989 0.588 0.520 -0.184
H 3.28392 6.70634 -9.14698 -0.111 -0.140 0.053
H 3.18404 -1.60527 4.97207 0.351 0.055 0.287
C 2.68213 5.82522 -9.36969 0.372 -1.169 0.949
H 11.85851 -4.65641 -4.10619 -0.227 -0.182 -0.215
F -9.91675 -6.17291 1.08027 0.462 0.566 -0.363
C 4.46924 -14.89850 5.82608 -0.042 0.339 0.228
C -10.88869 -2.28022 -5.51261 -1.894 -0.788 -2.009
C 7.11683 -3.88221 -1.01846 0.126 -0.547 -0.291
B -9.83068 -4.78121 0.86626 -0.652 -1.125 -0.023
C -3.48828 8.74541 -3.31408 0.189 0.125 0.061
H -2.89995 5.74110 5.51448 0.237 0.577 0.295
H -1.47795 7.40566 6.80578 0.066 -0.335 0.539
C 2.11322 4.34133 -7.28670 2.257 -1.697 -0.307
H 6.05692 -12.74213 6.36943 0.077 0.588 -0.093
H -4.42446 14.40299 -2.76861 -0.143 -0.388 -0.224
C 4.80601 -11.32027 5.01942 1.354 -1.660 -0.011
C 4.15325 3.49307 -6.83508 -0.806 0.524 -1.047
C -3.62162 13.75927 -2.40921 0.019 0.045 -0.849
C 8.39115 0.09426 3.35519 1.008 0.160 -0.034
H 11.57303 -3.03711 -3.66573 -0.488 0.295 -0.303
H 5.07914 4.32376 -8.62568 -0.146 0.495 0.026
H -3.80651 13.56764 -1.35223 0.253 -0.180 -0.206
H 5.52379 -15.03298 6.06680 -0.183 -0.406 -0.120
H -9.14297 -0.19392 -4.41523 0.304 0.119 -0.299
N -11.91344 -3.15093 -5.87680 2.961 1.733 1.038
H 5.26775 -10.34431 4.99315 -0.165 -0.116 0.100
H 4.87522 2.90031 -6.29306 0.047 0.178 -0.280
H 5.96692 -4.23502 -2.84783 0.137 0.125 0.032
H -3.96589 8.28623 -4.17962 -0.414 0.545 -0.069
H 4.12182 7.55100 7.03791 -0.374 -0.216 -0.146
C -12.22352 -4.31659 -5.08152 -0.311 -0.185 0.849
F -2.97266 -0.94911 1.71790 0.207 0.377 1.785
F -11.04530 -4.27865 0.51207 -1.452 0.341 -0.632
H -3.60694 8.51126 -1.12913 -0.065 0.194 -0.030
H 3.18035 -0.33058 6.31455 -0.151 -0.707 0.077
H 3.80499 -10.49806 2.34755 0.433 -0.260 0.377
H 2.76145 -13.50123 3.85747 -0.086 -0.266 0.418
N 4.39017 -13.50557 5.32980 -1.307 1.910 -1.802
F -9.48424 -4.15233 2.05349 1.271 0.881 1.765
N 3.74691 -11.65415 4.15987 1.712 -1.796 2.609
Zn -6.22480 -2.32223 2.31479 -0.402 -0.258 0.308
F -3.72117 -1.53123 -0.19974 -1.288 -0.628 -1.406
N 2.44878 6.35112 7.62618 -1.707 0.430 -0.938
H 8.17431 0.83265 5.44734 -0.053 -0.642 -0.048
H -12.87153 -3.94878 -4.28597 -0.187 -0.561 0.067
C -9.77503 0.43338 -5.04381 -0.373 -0.152 -0.887
C 2.40853 2.57935 -5.43248 -3.066 -1.435 1.995
H 7.07784 -2.79312 -1.03984 0.422 -0.033 -0.268
H 2.02475 -9.63737 4.76308 0.442 -0.358 0.240
C 1.73129 1.28674 -5.94308 1.589 -0.368 -1.659
N 8.41927 -4.37392 -1.62321 -0.417 0.046 0.261
C -0.94144 6.63404 6.25366 -1.245 0.433 -1.417
C -3.69649 11.25315 -2.49538 1.197 -0.727 -4.513
B -8.46951 1.35727 2.61244 -0.699 -0.825 -0.421
C 4.22458 4.25448 -7.96893 0.099 -0.290 -0.282
H 1.03674 4.42717 -7.30177 0.137 0.219 0.189
```
Forces are in eV/Å.

Here are the Löwdin charges for atoms 1 to 4, given in e:
1 H 0.13
2 B -1.37
3 H 0.17
4 H 0.08

# 3
A cluster of 2 separate species, CH8NO2 in total at a distorted geometry. Source: OMol25; level of theory: wB97M-V/def2-TZVPD.

## Properties
Charge: +1
HOMO level: -15.943 eV
ΔE to the lowest compared entry with this formula, charge and spin: 6.9 kcal/mol
Orbital gap: 0.4576 Ha
E_LUMO: -3.49 eV

Structure (XYZ):
```
12
Properties=species:S:1:pos:R:3:forces:R:3
H -2.75429 -0.11427 1.63740 0.759 0.110 -0.268
H 1.19883 -0.81202 1.06776 -0.151 -0.572 -0.220
H 1.17181 1.55680 -0.68885 0.366 0.008 0.384
H 0.67111 -0.07964 -2.42650 -0.303 -0.156 -0.141
O -1.91294 -0.44160 1.25726 -0.592 0.712 0.452
H 2.23706 0.10789 -0.78946 -0.086 -0.117 -0.453
H -2.11766 -1.34820 1.06570 -0.085 -0.877 -0.282
H -0.27212 0.00149 0.70260 -0.005 -0.095 0.707
N 0.77163 0.03277 0.71349 0.437 1.348 -1.045
H 1.15133 0.79395 1.27374 -0.596 -0.055 0.697
O 0.24143 0.02207 -1.56766 0.820 -0.527 0.118
C 1.21424 0.46536 -0.67655 -0.564 0.222 0.052
```
Forces are in eV/Å.

Here are the Löwdin charges for atoms 1 to 4, given in e:
1 H 0.10
2 H 0.17
3 H 0.14
4 H 0.12